{"formula": "C3H10NS3", "method": "ωB97M-V/def2-TZVPD", "e_above_lowest_kcal_mol": 10.33, "charge": 1, "spin_multiplicity": 1, "symbols": ["S", "S", "S", "N", "C", "C", "C", "H", "H", "H", "H", "H", "H", "H", "H", "H", "H"], "xyz": [[0.406922, -1.398378, -0.542573], [-0.696767, 1.935463, -1.508243], [-2.763705, 0.538096, 0.138812], [-1.120942, 1.103986, -0.019871], [-0.127014, 0.450472, 0.600131], [1.320905, -0.984528, -2.069154], [-0.414750, -0.142073, 1.936432], [-3.248532, 1.728895, 0.505602], [2.017294, -0.173516, -1.885351], [1.845294, -1.878013, -2.394185], [0.480995, -0.552701, 2.388738], [0.834297, 0.942811, 0.476652], [-0.792497, 0.649319, 2.586740], [-1.418929, 3.030573, -1.253864], [-1.181616, -0.911301, 1.880956], [0.590986, -0.688686, -2.814389], [1.482750, -1.658834, 0.217672]], "forces_ev_per_angstrom": [[0.2, -0.2, -0.2], [0.0, -0.4, 0.4], [0.3, 0.0, -0.1], [-0.5, 0.3, -0.9], [0.2, 0.5, 0.2], [-0.1, 0.1, 0.3], [0.0, -0.3, 0.2], [-0.1, 0.1, 0.1], [0.1, 0.0, 0.0], [0.0, 0.0, 0.0], [0.1, 0.0, 0.0], [0.0, -0.1, -0.1], [0.0, 0.0, 0.0], [0.0, 0.1, 0.1], [0.0, 0.0, 0.1], [-0.1, 0.0, 0.0], [-0.1, -0.1, 0.0]], "lowdin_charge": [0.939, 0.808, 0.829, -0.869, -0.534, -0.337, -0.118, -0.103, 0.050, 0.052, 0.090, 0.114, 0.110, -0.111, 0.066, 0.039, -0.027]}